No. 1
C3H5NO2 | the ωB97M-V functional and the def2-TZVPD basis

Geometry as XYZ:
```
11
Properties=species:S:1:pos:R:3
H 2.51 -0.39 -0.78
N 1.89 -0.98 -0.22
C 0.77 -0.42 -0.13
C -0.51 -0.94 0.47
O -1.39 0.17 0.49
C -0.70 1.25 -0.08
O 0.39 0.72 -0.80
H -0.77 -1.65 -0.32
H -0.53 -1.46 1.43
H -1.36 1.80 -0.75
H -0.29 1.91 0.70
```

The LUMO energy is 0.85 eV. As for the SMILES: [H]/N=C1/COCO1. The calculation puts the energy relative to the best compared isomer or geometry (same formula, charge and spin) at 157.5 kJ/mol. Its energy is -8776.0624 eV. As for the highest occupied orbital energy: -10.33 eV.

Charge distribution, Löwdin scheme, values in e:
1. H 0.068
2. N 0.169
3. C -0.435
4. C -0.102
5. O -0.075
6. C -0.191
7. O 0.018
8. H 0.134
9. H 0.138
10. H 0.139
11. H 0.137

=====

No. 2
C3H5NO2 | the ωB97M-V functional and the def2-TZVPD basis

Geometry as XYZ:
```
11
Properties=species:S:1:pos:R:3
H 2.91 0.43 0.50
N 1.92 0.22 0.53
C 1.46 0.03 -0.63
O 0.17 -0.26 -0.88
C -0.68 -0.46 0.24
C -1.91 0.40 0.16
O -2.81 0.28 0.97
H 2.02 0.06 -1.57
H -0.14 -0.23 1.17
H -0.98 -1.52 0.27
H -1.94 1.15 -0.66
```

The LUMO energy is 0.85 eV. As for the SMILES: [H]/N=C/OCC=O. The calculation puts the energy relative to the best compared isomer or geometry (same formula, charge and spin) at 158.7 kJ/mol. Its energy is -8776.0498 eV. As for the highest occupied orbital energy: -10.11 eV.

Charge distribution, Löwdin scheme, values in e:
1. H 0.055
2. N 0.106
3. C -0.304
4. O -0.071
5. C -0.149
6. C -0.219
7. O 0.056
8. H 0.134
9. H 0.116
10. H 0.143
11. H 0.132

=====

No. 3
C3H5NO2 | the ωB97M-V functional and the def2-TZVPD basis

Geometry as XYZ:
```
11
Properties=species:S:1:pos:R:3
O 1.54 -1.33 1.65
C 1.13 -0.32 1.14
C -0.31 -0.13 0.72
N -0.67 1.04 -0.04
C -0.79 0.87 -1.39
O -0.87 -0.18 -1.97
H 1.87 0.44 0.81
H 0.16 -0.80 -0.05
H -1.03 -0.64 1.35
H -0.51 1.95 0.36
H -1.13 1.75 -1.97
```

The LUMO energy is 0.66 eV. As for the SMILES: O=CCNC=O. The calculation puts the energy relative to the best compared isomer or geometry (same formula, charge and spin) at 195.3 kJ/mol. Its energy is -8775.6707 eV. As for the highest occupied orbital energy: -9.99 eV.

Charge distribution, Löwdin scheme, values in e:
1. O 0.042
2. C -0.289
3. C -0.131
4. N 0.029
5. C -0.354
6. O 0.027
7. H 0.131
8. H 0.140
9. H 0.137
10. H 0.135
11. H 0.134

=====

highest occupied orbital energy of number 1 (C3H5NO2)?
-10.33 eV

=====

What is the energy in the third record?
-8775.6707 eV

=====

The highest energy relative to the best compared isomer or geometry (same formula, charge and spin) belongs to which entry?
number 3

=====

Copy entry 1 word for word.
C3H5NO2 | the ωB97M-V functional and the def2-TZVPD basis

Geometry as XYZ:
```
11
Properties=species:S:1:pos:R:3
H 2.51 -0.39 -0.78
N 1.89 -0.98 -0.22
C 0.77 -0.42 -0.13
C -0.51 -0.94 0.47
O -1.39 0.17 0.49
C -0.70 1.25 -0.08
O 0.39 0.72 -0.80
H -0.77 -1.65 -0.32
H -0.53 -1.46 1.43
H -1.36 1.80 -0.75
H -0.29 1.91 0.70
```

The LUMO energy is 0.85 eV. As for the SMILES: [H]/N=C1/COCO1. The calculation puts the energy relative to the best compared isomer or geometry (same formula, charge and spin) at 157.5 kJ/mol. Its energy is -8776.0624 eV. As for the highest occupied orbital energy: -10.33 eV.

Charge distribution, Löwdin scheme, values in e:
1. H 0.068
2. N 0.169
3. C -0.435
4. C -0.102
5. O -0.075
6. C -0.191
7. O 0.018
8. H 0.134
9. H 0.138
10. H 0.139
11. H 0.137